Below is a structure of composition C20H34N5O2SSe2V, with properties calculated with the ωB97M-V functional and the def2-TZVPD basis.

Geometry as XYZ:
```
65
Properties=species:S:1:pos:R:3:forces:R:3:nbo_charge:R:1
V 0.569 -0.175 -0.834 -0.1 0.0 0.1 0.91
N 1.768 0.999 -2.239 0.0 -0.1 0.0 -0.87
C 0.910 1.876 -3.058 0.0 0.0 0.0 -0.22
C -0.120 2.523 -2.149 0.0 0.0 0.0 -0.23
N -0.810 1.512 -1.331 0.0 0.0 0.0 -0.64
C -2.075 0.987 -1.882 0.0 0.0 0.0 -0.24
C -1.836 -0.231 -2.755 0.0 0.0 0.0 -0.23
N -1.002 -1.186 -2.001 0.0 0.0 0.0 -0.88
H 2.407 1.553 -1.675 0.0 0.0 0.0 0.39
H 2.328 0.388 -2.831 0.0 0.0 0.0 0.41
H 0.430 1.253 -3.813 0.0 0.0 0.0 0.20
H 1.482 2.644 -3.583 0.0 0.0 0.0 0.21
H -0.823 3.120 -2.737 0.0 0.0 0.0 0.21
H 0.396 3.202 -1.466 0.0 0.0 0.0 0.21
H -1.001 1.909 -0.419 0.0 0.0 0.0 0.40
H -2.620 1.757 -2.438 0.0 0.0 0.0 0.20
H -2.692 0.674 -1.039 0.0 0.0 0.0 0.23
H -1.312 0.032 -3.675 0.0 0.0 0.0 0.19
H -2.799 -0.661 -3.041 0.0 0.0 0.0 0.21
H -0.730 -1.955 -2.605 0.0 0.0 0.0 0.39
H -1.564 -1.580 -1.239 0.0 0.0 0.0 0.43
C -4.846 2.801 5.045 0.0 0.0 0.0 -0.64
C -4.029 1.850 4.216 0.0 0.0 0.0 0.02
C -3.721 2.160 2.889 0.0 0.0 0.0 -0.20
C -2.974 1.294 2.115 0.0 0.0 0.0 -0.20
C -2.520 0.100 2.663 0.0 0.0 0.0 -0.29
C -2.814 -0.228 3.975 0.0 0.0 0.0 -0.19
C -3.569 0.650 4.742 0.0 0.0 0.0 -0.21
S -1.591 -1.033 1.676 0.0 0.0 0.0 2.34
O -1.107 -2.061 2.553 0.0 0.0 0.0 -0.93
O -2.404 -1.413 0.539 0.0 0.0 0.0 -0.97
N -0.386 -0.175 1.036 0.0 0.0 0.0 -1.02
C 0.667 0.329 1.769 0.0 0.0 0.0 0.38
C 0.818 0.424 3.153 0.0 0.0 0.0 -0.28
C 1.965 1.018 3.640 0.0 0.0 0.0 -0.12
C 2.940 1.488 2.762 0.0 0.0 0.0 -0.29
C 2.727 1.322 1.410 0.0 0.0 0.0 0.04
N 1.622 0.757 0.916 0.0 0.0 0.0 -0.55
H -4.361 3.776 5.111 0.0 0.0 0.0 0.23
H -4.989 2.423 6.055 0.0 0.0 0.0 0.22
H -5.829 2.956 4.598 0.0 0.0 0.0 0.23
H -4.078 3.090 2.463 0.0 0.0 0.0 0.22
H -2.752 1.537 1.083 0.0 0.0 0.0 0.20
H -2.457 -1.165 4.382 0.0 0.0 0.0 0.25
H -3.803 0.394 5.768 0.0 0.0 0.0 0.22
H 0.060 0.031 3.814 0.0 0.0 0.0 0.25
H 2.107 1.115 4.708 0.0 0.0 0.0 0.23
H 3.842 1.959 3.121 0.0 0.0 0.0 0.23
H 3.468 1.646 0.687 0.0 0.0 0.0 0.19
C 2.677 -2.620 -5.525 0.0 0.0 0.0 -0.77
Se 1.833 -2.186 -3.830 0.1 0.1 0.0 0.26
C 2.783 -3.518 -2.762 -0.1 0.0 0.0 -0.56
C 2.124 -3.734 -1.416 0.0 0.0 0.0 -0.57
Se 2.050 -2.195 -0.216 0.0 0.1 0.0 0.45
C 3.958 -1.834 -0.134 0.0 0.0 0.0 -0.79
H 3.752 -2.480 -5.459 0.0 0.0 0.0 0.23
H 2.268 -1.943 -6.271 0.0 0.0 0.0 0.24
H 2.440 -3.645 -5.797 0.0 0.0 0.0 0.23
H 3.825 -3.222 -2.661 0.0 0.0 0.0 0.22
H 2.742 -4.450 -3.327 0.0 0.0 0.0 0.24
H 2.657 -4.507 -0.862 0.0 0.0 0.0 0.24
H 1.089 -4.056 -1.525 0.0 0.0 0.0 0.24
H 4.476 -2.746 0.153 0.0 0.0 0.0 0.24
H 4.098 -1.083 0.639 0.0 0.0 0.0 0.24
H 4.334 -1.463 -1.084 0.0 0.0 0.0 0.22
```
Forces are in eV/Å.

For the LUMO energy (spin up / spin down), the calculation gives -2.15 / -2.15 eV. The total energy comes out at -7351.6710 Ha. The value obtained for the HOMO-LUMO gap (spin up / spin down) is 7.61 / 6.97 eV. Its multiplicity is 2. Its charge is +1. The largest force on an atom comes out at 0.144 eV/A. Its HOMO energy (spin up / spin down) is -9.8 / -9.1 eV.

=====

Below is a cluster of 2 separate species, C6H12N2O2 in total at a distorted geometry, with properties calculated with the ωB97M-V functional and the def2-TZVPD basis.

Geometry as XYZ:
```
22
Properties=species:S:1:pos:R:3:forces:R:3:nbo_charge:R:1
C -1.259 -0.506 -2.157 -0.1 -0.1 -0.2 -0.62
C -1.020 -0.615 -0.652 0.1 -0.1 0.6 -0.09
N 0.153 -1.405 -0.305 1.2 1.0 1.2 -0.69
C 1.234 -0.468 0.174 0.7 -1.0 -3.5 0.68
O 2.430 -0.664 -0.037 -1.9 0.0 1.2 -0.58
C 0.568 0.793 0.458 -1.2 0.0 0.0 -0.25
C 1.207 1.987 1.091 0.1 0.1 0.1 -0.64
C -0.714 0.721 -0.014 1.3 -0.7 0.8 0.28
N -1.675 1.654 0.096 -0.6 0.7 -0.2 -0.80
H -0.301 -0.450 -2.691 -0.3 0.1 0.1 0.23
H -1.814 -1.385 -2.512 0.2 0.2 0.0 0.22
H -1.849 0.390 -2.389 0.1 -0.2 0.0 0.21
H -1.917 -1.040 -0.173 0.1 0.1 -0.1 0.19
H 1.052 -2.865 1.326 2.7 0.8 2.2 0.48
H 2.299 1.882 1.094 -0.3 0.0 0.0 0.25
H 0.962 2.915 0.551 0.1 -0.2 0.1 0.21
H 0.874 2.122 2.133 0.1 0.0 -0.2 0.21
H -1.462 2.578 0.441 -0.1 -0.3 0.0 0.40
H -2.629 1.456 -0.165 0.3 0.1 0.0 0.40
H 0.416 -2.160 -0.929 0.3 0.5 0.0 0.39
O 1.895 -2.699 1.944 -2.6 -1.0 -1.8 -0.94
H 1.551 -2.241 2.717 -0.2 0.0 0.0 0.46
```
Forces are in eV/Å.

For the LUMO energy, the calculation gives 0.54 eV. The total energy comes out at -495.8124 Ha. The value obtained for the HOMO-LUMO gap is 8.85 eV. Its structure (SMILES) is CC1=C(N)[C@@H](C)NC1=O.O. The largest force on an atom comes out at 3.730 eV/A. Its HOMO energy is -8.3 eV.

=====

Below is a structure of composition C20H12BaCl5N3O4 at a distorted geometry, with properties calculated with the ωB97M-V functional and the def2-TZVPD basis.

Geometry as XYZ:
```
45
Properties=species:S:1:pos:R:3:forces:R:3:lowdin_charge:R:1
Ba -1.846 0.888 1.578 2.6 -0.3 1.8 1.90
O -4.351 2.983 -3.377 0.4 -0.2 0.5 0.12
C -3.539 2.129 -4.018 -0.4 0.3 0.2 -0.49
O -3.605 1.971 -5.205 0.0 0.0 -0.1 0.10
C -2.548 1.409 -3.174 0.1 0.1 -0.2 -0.06
C -1.374 0.837 -3.621 0.1 -0.2 -0.1 -0.56
Cl -0.827 0.677 -5.222 -0.1 0.0 0.1 0.84
N -0.713 0.327 -2.556 0.0 0.0 0.3 -0.06
N -1.435 0.500 -1.418 0.0 0.1 -0.4 0.10
C -2.526 1.150 -1.799 0.0 -0.1 0.2 -0.17
C -3.452 1.584 -0.715 -0.3 -1.0 0.6 -0.68
O -3.886 2.725 -0.723 -0.4 0.6 -0.2 0.06
O -3.597 0.736 0.252 -1.6 0.5 -2.0 -0.44
C 0.598 -0.253 -2.476 -0.3 0.4 -0.2 -0.19
C 1.598 0.187 -3.328 0.2 0.0 0.1 -0.05
C 2.867 -0.358 -3.212 0.0 0.1 -0.1 -0.07
C 3.134 -1.310 -2.246 -0.1 0.0 0.1 -0.07
C 2.122 -1.721 -1.390 0.0 0.1 -0.1 -0.06
C 0.843 -1.199 -1.503 0.0 -0.3 0.1 0.00
H -4.154 3.023 -2.394 -0.1 0.0 -0.6 0.08
H 1.417 0.954 -4.059 0.0 0.1 0.0 0.07
H 3.647 -0.018 -3.881 0.0 0.0 0.0 0.11
H 4.124 -1.730 -2.148 0.1 0.0 0.0 0.11
H 2.325 -2.453 -0.630 0.0 0.0 -0.1 0.02
H 0.051 -1.550 -0.847 0.1 0.1 -0.1 0.10
Cl 1.344 5.606 4.258 0.0 0.1 0.0 0.64
C 2.044 4.028 4.615 -0.3 -0.4 -0.3 -1.64
Cl 3.755 3.987 4.205 0.1 0.0 0.0 0.64
Cl 1.787 3.592 6.302 0.0 0.0 0.1 0.64
C 1.347 3.027 3.774 0.4 0.5 0.4 -0.38
N 0.812 2.255 3.123 -0.4 -0.2 -0.3 0.16
Cl 3.430 -3.739 1.097 -0.1 0.0 0.2 0.64
C 1.903 -3.075 1.660 0.1 -0.2 0.0 -0.68
C 1.879 -2.175 2.709 0.2 0.0 0.0 -0.12
C 0.676 -1.660 3.147 -0.2 0.2 0.0 -0.08
C -0.566 -2.014 2.566 0.5 -0.3 -0.2 -0.43
C -1.807 -1.464 2.998 -0.6 0.3 0.2 -0.34
C -0.479 -2.922 1.481 -0.2 0.1 0.0 -0.07
C 0.718 -3.447 1.043 0.2 -0.1 0.1 -0.15
H 2.806 -1.886 3.184 0.0 0.0 0.0 0.10
H 0.683 -0.962 3.978 0.0 0.0 0.0 0.10
H -1.865 -1.210 4.055 0.1 0.1 0.1 0.02
H -2.684 -2.032 2.699 -0.1 -0.1 -0.1 0.02
H -1.395 -3.241 0.996 0.0 0.0 0.0 0.11
H 0.738 -4.153 0.224 0.0 0.0 0.0 0.11
```
Forces are in eV/Å.

For the LUMO energy, the calculation gives -0.59 eV. The total energy comes out at -3561.0412 Ha. The value obtained for the HOMO-LUMO gap is 5.98 eV. The largest force on an atom comes out at 3.138 eV/A. Its HOMO energy is -6.6 eV.